The following is a quantum chemistry calculation of a structure of composition C33H28As2BrCuO2, from the Open Molecules 2025 dataset.

Geometry as XYZ:
```
67
Properties=species:S:1:pos:R:3
Br -6.95 0.29 5.32
As 1.83 -1.46 1.97
As -0.61 1.89 -0.02
Cu -0.14 -1.10 -0.29
O -3.23 -1.70 -0.06
O -1.67 -0.57 1.07
C 4.45 -0.45 -1.25
C -5.69 -0.10 3.97
C 1.01 1.43 1.06
C 0.58 -2.61 0.89
C 1.03 5.69 -2.35
C 5.65 -0.31 -0.56
C -5.08 -1.31 2.00
C -1.04 -4.62 -0.22
C 0.16 3.44 -0.94
C -4.47 0.55 3.97
C 0.19 -0.84 -3.95
C -1.17 -0.35 -2.01
C 1.86 5.10 -1.42
C -2.85 -1.00 0.89
C -3.84 -0.68 1.98
C 0.01 -4.12 -0.95
C 0.83 -3.11 -0.41
C 3.30 -0.81 -0.57
C -0.93 -1.08 -3.19
C 1.43 3.97 -0.71
C 4.53 -0.90 1.48
C -0.47 -3.20 1.64
C 5.69 -0.53 0.81
C -0.67 4.06 -1.87
C -0.26 0.65 -1.60
C -0.24 5.17 -2.58
C 0.95 0.34 2.13
C -6.01 -1.04 2.99
C -1.27 -4.16 1.09
C 3.32 -1.03 0.80
C -3.55 0.25 2.97
C 0.87 0.88 -2.40
C 1.09 0.15 -3.55
H -5.30 -2.02 1.21
H -2.09 -4.57 1.67
H 2.84 5.50 -1.23
H 0.36 -1.40 -4.86
H -1.68 -5.38 -0.63
H 1.19 2.38 1.57
H 1.50 0.70 3.01
H -2.58 0.74 2.95
H 1.58 1.65 -2.12
H 0.21 -4.49 -1.94
H 6.62 -0.43 1.35
H 1.36 6.56 -2.90
H -1.66 3.67 -2.06
H -6.97 -1.53 3.01
H -4.24 1.28 4.73
H 1.74 -2.83 -0.93
H -0.07 0.12 2.45
H 4.41 -0.28 -2.32
H 1.86 1.29 0.38
H -2.12 -0.52 -1.51
H 2.38 -0.91 -1.14
H -1.66 -1.83 -3.48
H 6.55 -0.03 -1.09
H 4.58 -1.09 2.55
H -0.89 5.63 -3.31
H -0.66 -2.84 2.65
H 1.96 0.36 -4.16
H 2.11 3.52 0.00
```

- LUMO energy (eV) = 0.3
- highest occupied orbital energy (eV) = -8.56
- frontier orbital gap (eV) = 8.9
- multiplicity = 1

---

The following is a quantum chemistry calculation of a structure of composition C23H24I2MoN4O4S, from the Open Molecules 2025 dataset.

Geometry as XYZ:
```
59
Properties=species:S:1:pos:R:3
I -2.11 -7.27 0.87
I 2.45 -3.34 0.21
Mo -0.55 0.14 0.46
S -1.21 1.54 2.34
O 1.13 1.03 0.38
O -1.24 1.64 -0.92
O 4.80 3.83 -0.66
O 0.13 -1.49 1.30
N -2.55 -0.76 0.75
N -0.50 1.43 4.87
N -0.89 -1.11 -1.29
N 1.12 0.70 3.39
C -3.18 -1.24 -0.51
C -0.34 -2.73 1.16
C -1.44 -2.42 -3.66
C 5.64 3.16 0.28
C 1.61 2.09 -0.31
C 0.80 2.88 -1.18
C 0.47 -3.78 0.73
C 3.53 3.48 -0.77
C -1.35 -5.32 0.98
C -2.56 -1.82 1.81
C 2.75 4.27 -1.63
C 1.43 3.97 -1.82
C -0.61 2.60 -1.44
C -0.16 -1.95 -3.39
C 0.08 -1.30 -2.20
C -1.69 -2.99 1.46
C -0.09 1.18 3.64
C 2.94 2.40 -0.11
C -0.03 -5.07 0.64
C -1.38 3.47 -2.38
C -2.44 -2.21 -2.72
C -2.19 -4.28 1.37
C -2.14 -1.55 -1.55
H 5.16 3.11 1.27
H -3.59 -2.18 1.91
H 6.54 3.76 0.36
H -1.42 4.49 -2.01
H 3.52 1.75 0.54
H 0.65 -2.10 -4.09
H 5.89 2.16 -0.06
H 0.11 1.35 5.67
H -3.88 -0.49 -0.88
H -0.90 3.50 -3.36
H -3.45 -2.56 -2.90
H 1.77 0.51 4.14
H -3.76 -2.15 -0.31
H -1.65 -2.93 -4.58
H -3.22 -4.48 1.61
H -2.29 -1.34 2.75
H 3.22 5.10 -2.13
H 0.61 -5.88 0.31
H 1.44 0.63 2.44
H 0.85 4.59 -2.49
H -3.08 0.02 1.11
H -1.43 1.78 5.03
H 1.06 -0.94 -1.94
H -2.39 3.08 -2.48
```

- energy relative to the best compared isomer or geometry (same formula, charge and spin) (eV) = 0.359
- LUMO energy (alpha / beta) (eV) = -7.3 / -6.7
- highest occupied orbital energy (alpha / beta) (eV) = -12.84 / -12.93
- net charge = +2
- frontier orbital gap (alpha / beta) (eV) = 5.5 / 6.3
- multiplicity = 3

---

The following is a quantum chemistry calculation of a structure of composition C40H64CdN6O3S2SbSi3, from the Open Molecules 2025 dataset.

Geometry as XYZ:
```
120
Properties=species:S:1:pos:R:3
Sb -1.11 -0.54 1.95
Cd 0.37 0.83 0.07
S 2.23 -0.97 -1.84
S 3.50 -0.47 1.32
Si -1.33 0.46 4.32
Si -3.62 -0.77 1.47
Si -0.46 -2.92 2.69
O 1.49 -1.71 -0.82
O 3.66 -1.15 -1.84
O 2.15 -0.26 2.00
N -1.15 -0.66 -1.64
N -1.23 2.99 1.55
N 1.76 2.47 1.26
N 1.75 0.54 -1.67
N 2.17 2.80 -1.75
N -1.08 2.08 -1.54
C -2.54 2.22 -3.46
C 0.63 4.39 2.41
C -3.33 1.54 -4.45
C 3.29 1.46 -3.39
C -2.55 1.87 4.38
C 1.69 -1.51 -3.43
C 0.07 -3.92 1.22
C -1.96 -0.77 5.57
C 0.94 -2.34 -5.98
C 1.90 -3.05 -5.25
C 1.71 3.93 1.43
C 2.73 3.88 -2.30
C -4.64 -1.11 3.00
C -0.80 4.35 1.92
C -1.94 -3.73 3.46
C -3.35 0.20 -4.51
C 4.75 -1.50 3.42
C -1.84 1.48 -2.49
C 3.58 3.84 -3.39
C -4.16 0.85 0.72
C 3.86 2.59 -3.93
C -1.59 4.20 -2.51
C -2.41 3.62 -3.43
C 2.29 -2.63 -3.99
C -1.87 0.03 -2.55
C -2.50 -1.99 -3.68
C 2.43 1.60 -2.29
C -2.59 -0.59 -3.58
C 0.74 -0.79 -4.13
C 3.80 -2.27 1.29
C 0.37 1.06 4.84
C 0.92 -2.72 3.92
C -3.98 -2.19 0.30
C -1.72 -2.68 -2.79
C 4.86 -2.60 2.35
C -1.07 -1.97 -1.77
C -0.94 3.39 -1.58
C 0.36 -1.22 -5.40
C 4.73 -0.21 2.61
C 0.57 -2.78 -7.37
H 0.63 -3.32 0.49
H 4.00 4.75 -3.80
H 4.44 0.68 3.16
H 5.69 -0.03 2.11
H 0.54 -2.48 4.92
H -4.07 -1.85 -0.73
H -1.44 4.79 2.69
H -3.88 2.14 -5.16
H 4.09 -2.54 0.27
H 3.81 -1.60 3.96
H -0.35 -2.29 -7.71
H -5.15 0.74 0.27
H 5.85 -2.56 1.90
H -2.60 2.24 5.41
H 0.85 0.31 5.47
H 0.72 3.79 3.33
H -1.33 -1.65 5.67
H -1.99 -0.27 6.55
H -1.45 5.28 -2.48
H 0.84 5.42 2.69
H 2.00 2.00 2.13
H 5.57 -1.53 4.14
H -0.80 -4.35 0.72
H -1.64 -4.67 3.94
H 1.02 1.22 3.98
H -3.55 1.53 4.10
H 2.36 -3.92 -5.69
H 4.53 2.50 -4.78
H -0.30 3.81 -0.82
H 2.51 2.26 0.61
H -3.47 1.17 -0.06
H -2.69 -3.96 2.70
H 2.68 4.31 1.78
H -2.95 4.21 -4.16
H 0.44 -3.86 -7.43
H 0.31 0.10 -3.70
H 1.37 -2.51 -8.07
H -4.93 -2.66 0.59
H 0.71 -4.75 1.54
H -4.22 1.63 1.48
H -1.60 -3.76 -2.86
H -3.03 -2.50 -4.48
H 1.59 -1.92 3.60
H -5.69 -1.13 2.71
H 2.48 4.83 -1.84
H 1.50 -3.65 4.01
H 0.30 1.99 5.41
H -2.42 -3.10 4.22
H -3.21 -2.96 0.33
H -3.93 -0.32 -5.27
H -0.38 -0.65 -5.95
H 4.71 -3.59 2.76
H 3.05 -3.17 -3.44
H -0.46 -2.49 -1.05
H -1.17 2.39 2.37
H 2.82 -2.70 1.51
H -2.97 -1.10 5.33
H -0.90 4.98 1.03
H -4.52 -0.36 3.79
H 1.53 4.38 0.45
H -2.21 2.99 1.27
H -2.31 2.72 3.74
H -4.39 -2.09 3.43
H 3.51 0.48 -3.79
```

- energy relative to the best compared isomer or geometry (same formula, charge and spin) (eV) = 0.448
- LUMO energy (eV) = -2.3
- highest occupied orbital energy (eV) = -10.35
- net charge = +1
- frontier orbital gap (eV) = 8.1
- multiplicity = 1